Molecular formula: C8H13NS
Method: DFT, the ωB97M-V functional and the def2-TZVPD basis

```
23
Properties=species:S:1:pos:R:3
C -2.814 1.465 -0.211
C -1.773 1.298 -0.980
C -0.216 0.765 -0.295
C 0.873 0.837 -1.374
C -0.515 -0.601 0.284
C 0.104 -1.674 -0.234
N -0.325 -2.822 0.451
C 0.137 -3.994 0.400
S 0.186 2.129 0.892
C 1.030 1.412 2.359
H -3.740 1.753 -0.614
H -2.584 1.413 0.772
H -1.678 1.471 -2.028
H 1.713 0.362 -0.897
H 1.037 1.818 -1.604
H 0.688 0.295 -2.373
H -1.289 -0.602 1.082
H 0.656 -1.883 -1.097
H -0.298 -4.967 0.789
H 1.144 -4.133 -0.030
H 2.121 1.337 2.359
H 0.505 0.607 2.727
H 0.810 2.299 2.954
```

Output
Relative energy (zero: lowest compared OMol25 entry of this formula, charge and spin) in kcal per mole: 70.75
HOMO level in eV: -8.5
HOMO-LUMO gap in eV: 9.18
E_LUMO in eV: 0.72

Mulliken atomic charge list, values in e, 5 entries: -0.812 -0.291 1.051 -2.038 -0.406



Molecular formula: C7H17PS2
Method: DFT, the ωB97M-V functional and the def2-TZVPD basis

```
27
Properties=species:S:1:pos:R:3
C 1.341 1.054 0.845
C 0.439 -0.904 2.549
C -1.543 2.520 -0.457
C -0.495 -1.356 -2.151
C -0.057 -1.284 1.171
C -1.482 1.066 -0.060
C 0.449 -0.348 -1.570
P 0.077 0.141 0.090
S 2.133 2.317 -0.013
S 3.596 -1.275 0.488
H -0.171 -1.268 3.412
H 1.372 -1.244 2.711
H 0.588 0.194 2.518
H -2.718 2.693 -0.569
H -1.307 3.132 0.367
H -0.982 2.858 -1.278
H -1.467 -1.041 -2.309
H -0.070 -1.843 -3.065
H -0.500 -2.177 -1.466
H -0.983 -1.770 1.074
H 0.737 -1.839 0.662
H -2.141 0.515 -0.674
H -1.840 0.980 0.980
H 0.452 0.529 -2.234
H 1.567 -0.674 -1.768
H 3.097 2.335 0.886
H 4.508 -0.436 -0.006
```

Output
Relative energy (zero: lowest compared OMol25 entry of this formula, charge and spin) in kcal per mole: 122.99
HOMO level (alpha / beta) in eV: -6.7 / -7.8
HOMO-LUMO gap (alpha / beta) in eV: 5.29 / 7.42
E_LUMO (alpha / beta) in eV: -1.43 / -0.41

Mulliken atomic charge list, values in e, 5 entries: -0.687 -1.068 -1.257 -1.322 -0.810



Molecular formula: C6H17INO3Pd
Method: DFT, the ωB97M-V functional and the def2-TZVPD basis

```
29
Properties=species:S:1:pos:R:3
Pd -24.105 9.327 1.892
I -22.509 11.004 0.415
C -27.314 11.167 4.336
C -26.081 10.356 3.905
C -26.461 8.907 3.852
O -25.388 8.071 3.354
C -25.720 6.700 3.445
N -25.519 10.852 2.609
H -27.673 10.873 5.324
H -28.140 11.041 3.635
H -27.059 12.226 4.419
H -25.302 10.491 4.658
H -27.326 8.792 3.186
H -26.705 8.595 4.867
H -24.960 6.136 2.906
H -26.689 6.508 2.978
H -25.737 6.391 4.493
H -25.171 11.798 2.771
H -26.285 11.002 1.947
C -21.538 8.750 3.636
C -21.999 7.418 3.128
O -22.698 7.539 1.861
O -22.699 9.588 3.842
H -20.851 9.219 2.927
H -21.012 8.598 4.581
H -22.677 6.959 3.839
H -21.124 6.787 2.974
H -22.016 7.547 1.172
H -22.532 10.227 4.540
```

Output
Relative energy (zero: lowest compared OMol25 entry of this formula, charge and spin) in kcal per mole: 0.00
HOMO level (alpha / beta) in eV: -11.9 / -11.8
HOMO-LUMO gap (alpha / beta) in eV: 9.18 / 6.12
Multiplicity: 3
E_LUMO (alpha / beta) in eV: -2.71 / -5.68
Charge: +1

Mulliken atomic charge list, values in e, 5 entries: 0.424 -0.201 -1.580 0.610 -0.890



Molecular formula: C9H14N4O3
Method: DFT, the ωB97M-V functional and the def2-TZVPD basis

```
30
Properties=species:S:1:pos:R:3
C 1.331 -1.888 -1.842
C 1.709 -1.958 -0.291
N 1.440 -3.397 -0.163
C 0.896 -1.009 0.471
O 0.056 -1.391 1.347
N 0.916 0.340 0.232
C 0.472 1.281 1.264
C -1.086 1.176 1.361
C -1.667 1.490 0.001
C -2.915 1.428 -0.591
N -2.771 1.602 -1.920
C -1.522 2.147 -2.087
N -0.855 1.929 -0.974
C 1.391 1.092 2.521
O 2.311 1.812 2.764
O 1.103 0.029 3.280
H 1.530 -0.974 -2.404
H 1.735 -2.632 -2.438
H 0.242 -2.054 -1.990
H 2.829 -1.740 -0.121
H 1.554 -3.564 0.883
H 0.428 -3.588 -0.260
H 1.202 0.650 -0.688
H 0.673 2.210 0.780
H -1.406 1.865 2.228
H -1.467 0.112 1.632
H -3.921 1.258 0.007
H -3.576 1.896 -2.569
H -1.159 2.530 -3.048
H 0.528 -0.649 2.617
```

Output
Relative energy (zero: lowest compared OMol25 entry of this formula, charge and spin) in kcal per mole: 66.90
HOMO level in eV: -8.9
HOMO-LUMO gap in eV: 9.36
E_LUMO in eV: 0.47

Mulliken atomic charge list, values in e, 5 entries: -1.432 -0.280 -0.714 0.808 -0.780



Molecular formula: C10H9NO
Method: DFT, the ωB97M-V functional and the def2-TZVPD basis

```
21
Properties=species:S:1:pos:R:3
C -1.196 -2.109 -0.212
N -0.943 -0.696 -0.361
C -2.027 0.081 0.100
O -3.280 -0.169 0.318
C -1.750 1.609 0.127
C -0.379 1.942 -0.042
C 0.584 1.028 -0.156
C 1.977 1.351 -0.038
C 2.970 0.254 -0.025
C 2.724 -0.994 0.221
C 1.439 -1.266 0.157
C 0.418 -0.283 -0.393
H -2.357 -2.167 -0.714
H -0.298 -2.595 -0.823
H -1.345 -2.579 0.913
H -2.751 1.980 0.425
H -0.164 3.011 0.006
H 2.297 2.532 -0.242
H 4.095 0.487 0.319
H 3.404 -1.798 0.890
H 1.393 -2.319 0.758
```

Output
Relative energy (zero: lowest compared OMol25 entry of this formula, charge and spin) in kcal per mole: 142.56
HOMO level in eV: -8.6
HOMO-LUMO gap in eV: 8.38
E_LUMO in eV: -0.23

Mulliken atomic charge list, values in e, 5 entries: -0.994 0.074 0.502 -0.659 -0.467



Molecular formula: C5H11NO
Method: DFT, the ωB97M-V functional and the def2-TZVPD basis

```
18
Properties=species:S:1:pos:R:3
C -1.151 1.033 0.754
N -0.468 0.075 0.131
C -1.272 -0.962 -0.575
C -0.374 -1.635 -1.587
C 0.824 -0.045 0.801
C 1.937 0.902 0.499
O -0.640 2.305 0.784
H -2.192 0.867 0.996
H -2.174 -0.508 -0.986
H -1.626 -1.569 0.277
H 0.565 -1.739 -1.031
H -0.066 -0.922 -2.360
H -0.760 -2.524 -2.072
H -0.114 1.539 1.436
H 0.629 -0.235 1.860
H 2.452 0.596 -0.431
H 1.681 1.947 0.282
H 2.751 0.875 1.223
```

Output
Relative energy (zero: lowest compared OMol25 entry of this formula, charge and spin) in kcal per mole: 155.99
HOMO level in eV: -7.1
HOMO-LUMO gap in eV: 7.04
E_LUMO in eV: -0.04

Mulliken atomic charge list, values in e, 5 entries: -0.343 0.320 -0.364 -1.149 -1.117



Molecular formula: C32H34ClIrNPSi
Method: DFT, the ωB97M-V functional and the def2-TZVPD basis

```
71
Properties=species:S:1:pos:R:3
C -2.450 -1.960 2.410
C -2.469 -0.724 1.671
C -2.800 -1.025 0.305
H -2.256 0.261 2.065
C -2.961 -2.446 0.186
C -2.767 -3.024 1.480
H -2.822 -4.079 1.726
H -2.246 -2.083 3.470
H -2.925 -0.294 -0.485
H -3.195 -2.998 -0.720
Ir -0.960 -2.006 0.905
Cl 0.019 -1.233 -1.053
P -0.596 1.893 -1.264
C -1.856 2.442 -2.479
C -2.463 3.708 -2.468
H -2.215 4.431 -1.691
C -3.389 4.043 -3.461
H -3.847 5.034 -3.451
C -3.722 3.117 -4.453
H -4.446 3.381 -5.223
C -3.129 1.847 -4.458
H -3.380 1.125 -5.237
C -2.215 1.500 -3.465
H -1.765 0.505 -3.441
C -0.671 3.258 -0.043
C -1.659 3.142 0.959
H -2.317 2.269 0.966
C -1.797 4.142 1.918
H -2.568 4.050 2.684
C -0.950 5.258 1.893
H -1.061 6.039 2.645
C 0.038 5.370 0.911
H 0.700 6.237 0.886
C 0.190 4.366 -0.050
H 0.973 4.449 -0.804
C 0.957 2.293 -2.163
C 1.013 3.043 -3.349
H 0.096 3.411 -3.812
C 2.250 3.326 -3.937
H 2.284 3.924 -4.849
C 3.429 2.847 -3.362
H 4.391 3.066 -3.826
C 3.378 2.080 -2.190
H 4.296 1.704 -1.733
C 2.149 1.794 -1.600
H 2.097 1.179 -0.701
C 0.763 -2.285 4.552
Si 0.732 -3.560 3.197
C 2.201 -4.704 3.308
C -0.736 -4.690 3.472
N 0.670 -2.720 1.593
C 1.744 -2.916 0.726
C 2.612 -1.847 0.388
C 3.676 -2.069 -0.474
C 3.945 -3.359 -0.947
C 3.112 -4.422 -0.590
C 2.003 -4.208 0.216
H 0.829 -2.805 5.520
H -0.140 -1.662 4.566
H 1.635 -1.625 4.471
H 2.220 -5.122 4.325
H 2.147 -5.548 2.609
H 3.158 -4.198 3.140
H -1.705 -4.193 3.574
H -0.822 -5.447 2.684
H -0.538 -5.213 4.419
H 2.388 -0.853 0.779
H 4.299 -1.228 -0.775
H 4.806 -3.538 -1.592
H 3.322 -5.430 -0.945
H 1.317 -5.020 0.474
```

Output
Relative energy (zero: lowest compared OMol25 entry of this formula, charge and spin) in kcal per mole: 0.00
HOMO level (alpha / beta) in eV: -7.7 / -10.6
HOMO-LUMO gap (alpha / beta) in eV: 5.43 / 4.26
Multiplicity: 6
E_LUMO (alpha / beta) in eV: -2.23 / -6.36
Charge: +1

Mulliken atomic charge list, values in e, 5 entries: -0.921 -0.343 -0.111 0.336 -1.001



Molecular formula: C6H11BrN6
Method: DFT, the ωB97M-V functional and the def2-TZVPD basis

```
24
Properties=species:S:1:pos:R:3
C -0.117 -0.537 2.152
C 1.088 -1.794 0.900
C 1.679 -2.333 -0.351
C 0.821 -1.653 -1.484
C 0.579 -0.120 -1.284
C 0.044 1.879 0.164
N 0.040 -1.693 2.717
N 0.738 -2.445 1.926
N 0.538 -0.514 0.956
N 0.344 0.311 -0.085
N -2.233 2.062 -0.843
N -1.500 1.980 0.380
Br 0.793 2.963 -1.132
H -0.524 0.302 2.529
H 2.672 -1.915 -0.584
H 1.747 -3.396 -0.543
H 1.210 -1.655 -2.517
H -0.243 -1.983 -1.324
H 0.343 0.571 -2.133
H 0.652 1.998 1.067
H -2.990 2.649 -1.002
H -2.320 1.243 -1.405
H -1.718 1.197 1.084
H -1.642 2.882 0.814
```

Output
Relative energy (zero: lowest compared OMol25 entry of this formula, charge and spin) in kcal per mole: 23.30
HOMO level (alpha / beta) in eV: -14.0 / -18.3
HOMO-LUMO gap (alpha / beta) in eV: 6.47 / 6.39
Multiplicity: 3
E_LUMO (alpha / beta) in eV: -7.54 / -11.86
Charge: +2

Mulliken atomic charge list, values in e, 5 entries: -0.312 0.273 -0.445 -0.880 -0.169



Molecular formula: C21H23NO4
Method: DFT, the ωB97M-V functional and the def2-TZVPD basis

```
49
Properties=species:S:1:pos:R:3
C 3.482 -2.613 4.095
C 3.268 -1.996 2.718
C 2.530 -2.953 1.785
C 2.349 -2.364 0.384
N 1.550 -1.164 0.398
C 2.098 0.086 0.342
O 3.261 0.328 0.138
C 0.952 1.113 0.501
O 1.201 1.942 1.600
C 0.887 1.922 -0.822
C -0.293 2.853 -0.739
O -0.308 3.721 0.119
C -1.423 2.719 -1.684
C -2.180 3.877 -1.881
C -3.267 3.902 -2.728
C -3.631 2.741 -3.386
C -2.915 1.574 -3.195
C -1.805 1.538 -2.354
O -1.088 0.409 -2.129
C -1.551 -0.820 -2.638
C -0.249 0.215 0.683
C -1.571 0.514 0.920
C -2.478 -0.534 1.039
C -2.057 -1.848 0.929
C -0.720 -2.160 0.718
C 0.177 -1.115 0.607
H 4.006 -1.917 4.745
H 2.527 -2.859 4.556
H 4.072 -3.524 4.020
H 2.696 -1.072 2.821
H 4.233 -1.736 2.278
H 1.552 -3.189 2.211
H 3.092 -3.885 1.695
H 1.878 -3.096 -0.281
H 3.321 -2.081 -0.028
H 0.727 2.781 1.454
H 1.806 2.513 -0.860
H 0.843 1.254 -1.675
H -1.878 4.764 -1.345
H -3.827 4.813 -2.871
H -4.481 2.735 -4.053
H -3.228 0.682 -3.714
H -2.562 -1.042 -2.284
H -1.527 -0.840 -3.732
H -0.864 -1.569 -2.248
H -1.904 1.537 1.009
H -3.521 -0.318 1.218
H -2.776 -2.648 1.019
H -0.403 -3.189 0.646
```

Output
Relative energy (zero: lowest compared OMol25 entry of this formula, charge and spin) in kcal per mole: 38.93
HOMO level in eV: -8.3
HOMO-LUMO gap in eV: 8.33
E_LUMO in eV: 0.01

Mulliken atomic charge list, values in e, 5 entries: -1.452 -0.035 -0.576 -1.295 0.438



Molecular formula: C14H18ClNO3
Method: DFT, the ωB97M-V functional and the def2-TZVPD basis

```
37
Properties=species:S:1:pos:R:3
O -2.925 -2.107 0.267
C -2.721 -1.101 -0.386
C -1.367 -0.798 -1.012
C -0.340 -1.866 -0.637
C 0.103 -1.705 0.819
O 0.727 -0.457 1.062
C 2.009 -0.251 0.666
C 2.850 -1.205 0.101
C 4.149 -0.872 -0.246
C 4.615 0.412 -0.035
Cl 6.238 0.822 -0.477
C 3.791 1.375 0.529
C 2.499 1.041 0.875
N -3.709 -0.204 -0.621
C -3.604 1.076 -1.283
C -3.896 2.188 -0.264
O -5.163 2.019 0.323
C -5.261 0.771 0.976
C -5.007 -0.383 0.002
H -1.008 0.171 -0.660
H -1.483 -0.758 -2.097
H -0.785 -2.855 -0.750
H 0.523 -1.784 -1.300
H -0.779 -1.709 1.463
H 0.755 -2.532 1.122
H 2.515 -2.215 -0.072
H 4.796 -1.617 -0.682
H 4.160 2.374 0.695
H 1.842 1.772 1.319
H -4.360 1.118 -2.078
H -2.621 1.221 -1.724
H -3.116 2.180 0.513
H -3.912 3.164 -0.752
H -4.531 0.721 1.798
H -6.270 0.720 1.384
H -5.778 -0.385 -0.775
H -5.004 -1.339 0.525
```

Output
Relative energy (zero: lowest compared OMol25 entry of this formula, charge and spin) in kcal per mole: 3.41
HOMO level in eV: -8.5
HOMO-LUMO gap in eV: 9.13
E_LUMO in eV: 0.68

Mulliken atomic charge list, values in e, 5 entries: -0.678 0.905 -0.976 -0.750 -0.807



Molecular formula: C10H24N6O6SV
Method: DFT, the ωB97M-V functional and the def2-TZVPD basis

```
48
Properties=species:S:1:pos:R:3
O -0.362 -3.940 -0.986
H 0.569 -3.930 -1.286
V 0.439 -1.197 -0.763
N 1.452 0.018 0.707
N -0.090 -1.959 1.112
N -0.056 0.723 -1.535
N -1.583 -1.248 -1.278
O 1.809 1.341 0.738
O 0.430 1.989 -1.265
O -2.421 -2.138 -0.779
O -1.108 -2.749 1.290
C 0.770 -1.689 2.139
C 1.590 -0.551 1.954
C -1.205 0.814 -2.254
C -2.009 -0.345 -2.175
C 2.520 -0.097 3.052
H 2.003 0.224 3.980
H 3.164 0.710 2.683
H 3.149 -0.969 3.308
C 0.739 -2.609 3.297
H 1.232 -3.551 3.028
H -0.282 -2.850 3.607
H 1.271 -2.195 4.147
C -1.630 1.971 -3.099
C -3.257 -0.592 -2.932
H -0.954 2.811 -2.955
H -2.663 2.322 -2.946
H -1.569 1.639 -4.144
H -3.719 -1.552 -2.695
H -3.046 -0.582 -4.001
H -3.997 0.187 -2.768
H 1.030 1.839 -0.442
H -1.980 -2.427 0.153
C 2.047 -1.198 -1.693
H 2.789 -1.096 -0.946
H 1.734 -0.461 -2.356
H 1.782 -2.337 -2.006
O 4.636 1.404 0.640
H 4.895 1.408 -0.291
H 3.668 1.589 0.597
N -2.571 3.009 0.944
C -1.514 2.230 1.262
N -0.356 2.834 1.530
S -1.750 0.544 1.324
H -2.421 4.007 0.732
H -3.411 2.556 0.631
H 0.502 2.279 1.483
H -0.265 3.816 1.256
```

Output
HOMO level (alpha / beta) in eV: -7.6 / -7.8
HOMO-LUMO gap (alpha / beta) in eV: 6.55 / 5.56
Multiplicity: 4
E_LUMO (alpha / beta) in eV: -1.08 / -2.28

Mulliken atomic charge list, values in e, 5 entries: -0.743 0.159 -0.044 1.105 1.152



Molecular formula: C11H9HfN5O2S2Se2Te2
Method: DFT, the ωB97M-V functional and the def2-TZVPD basis

```
34
Properties=species:S:1:pos:R:3
Hf -1.467 -1.896 -1.248
Se -2.827 -4.045 -0.700
Te -4.502 -2.653 -1.951
Te -3.691 0.088 -2.535
Se -1.240 0.562 -2.288
N 0.561 4.525 2.390
C 0.145 3.245 2.135
C -0.992 3.009 1.355
C -1.421 1.722 1.113
C -0.724 0.651 1.668
C 0.399 0.868 2.464
C 0.837 2.154 2.687
S -1.306 -0.965 1.464
O -1.613 -1.547 2.725
O -2.425 -0.927 0.467
N -0.269 -1.875 0.608
C 0.972 -1.613 0.012
N 2.009 -1.078 0.615
C 3.075 -0.960 -0.189
C 3.091 -1.342 -1.523
C 1.926 -1.871 -2.061
N 0.870 -2.030 -1.261
H 0.199 5.271 1.825
H 1.482 4.668 2.763
H -1.537 3.846 0.936
H -2.292 1.531 0.502
H 0.932 0.040 2.906
H 1.710 2.332 3.302
H 3.967 -0.531 0.254
H 3.976 -1.215 -2.128
H 1.813 -2.159 -3.100
S 0.302 -2.689 -5.600
C -0.657 -2.600 -4.295
N -1.303 -2.515 -3.312
```

Output
HOMO level in eV: -7.2
HOMO-LUMO gap in eV: 5.77
E_LUMO in eV: -1.46

Mulliken atomic charge list, values in e, 5 entries: 0.186 -0.460 0.063 0.025 -0.344



F_max / hartree/bohr: 0.07921; 0.07253; 0.02621; 0.10112; 0.19691; 0.05827; 0.11207; 0.11223; 0.01362; 0.01059; 0.11411; 0.03427